# 1
Formula: C22H53N3O11S3
Source: the OMol25 dataset
Level of theory: ωB97M-V with the def2-TZVPD basis set

2S+1 = 1
E_tot = -3056.36570 Ha
Lowest unoccupied orbital energy = -0.0343 Eh
HOMO energy = -0.339 Eh
SMILES string = CCCC[C@H]1OS(=O)(=O)O[C@]1(CCCSC(=S)n1ccnc1)NCC.CO.CO.CO.CO.CO.CO.CO
Orbital gap = 8.30 eV

Cartesian coordinates (Å):
1 C 2.772 -3.132 -0.739
2 C 1.457 -3.486 -1.439
3 C 0.406 -2.382 -1.328
4 C 0.206 -1.952 0.133
5 C -1.121 -1.227 0.410
6 O -1.346 -1.460 1.843
7 S -1.032 -0.117 2.619
8 O 0.339 0.110 2.881
9 O -1.995 0.248 3.588
10 O -1.388 0.857 1.395
11 C -1.220 0.268 0.082
12 C -0.059 0.909 -0.673
13 C 0.066 2.426 -0.448
14 C 1.498 2.921 -0.186
15 S 2.740 2.233 -1.309
16 C 3.641 1.044 -0.383
17 S 3.158 0.414 1.028
18 N 4.879 0.687 -0.966
19 C 5.157 0.818 -2.306
20 C 6.449 0.392 -2.397
21 N 6.908 0.011 -1.179
22 C 5.959 0.174 -0.306
23 N -2.495 0.583 -0.542
24 C -2.778 -0.098 -1.817
25 C -4.185 -0.698 -1.716
26 H 3.534 -3.881 -0.955
27 H 3.119 -2.146 -1.057
28 H 2.673 -3.119 0.346
29 H 1.653 -3.730 -2.484
30 H 1.090 -4.416 -0.991
31 H -0.553 -2.736 -1.710
32 H 0.768 -1.535 -1.916
33 H 1.072 -1.354 0.417
34 H 0.257 -2.848 0.752
35 H -1.878 -1.861 -0.054
36 H 0.876 0.446 -0.355
37 H -0.170 0.743 -1.742
38 H -0.554 2.812 0.362
39 H -0.266 2.942 -1.351
40 H 1.518 3.996 -0.371
41 H 1.822 2.791 0.846
42 H 4.513 1.167 -3.088
43 H 7.030 0.373 -3.303
44 H 5.979 -0.038 0.745
45 H -2.602 1.583 -0.641
46 H -2.832 0.627 -2.636
47 H -2.037 -0.837 -2.110
48 H -4.524 -1.138 -2.655
49 H -4.241 -1.397 -0.882
50 H -4.863 0.115 -1.450
51 C -1.421 -1.883 -5.291
52 O -0.928 -1.335 -4.069
53 H -2.412 -2.287 -5.102
54 H -1.490 -1.109 -6.058
55 H -0.769 -2.687 -5.641
56 H -0.052 -0.981 -4.245
57 C 3.069 5.026 -4.906
58 O 2.433 3.844 -4.427
59 H 2.542 5.352 -5.799
60 H 3.022 5.819 -4.156
61 H 4.112 4.825 -5.161
62 H 2.902 3.560 -3.638
63 C -5.730 -0.868 2.639
64 O -5.041 0.374 2.685
65 H -6.778 -0.667 2.429
66 H -5.322 -1.504 1.846
67 H -5.652 -1.388 3.599
68 H -4.117 0.180 2.874
69 C -2.257 -4.735 0.314
70 O -3.030 -4.092 -0.698
71 H -1.208 -4.523 0.124
72 H -2.532 -4.343 1.297
73 H -2.415 -5.815 0.286
74 H -3.956 -4.281 -0.524
75 C 10.224 0.307 -2.713
76 O 9.982 -0.065 -1.368
77 H 11.293 0.463 -2.837
78 H 9.900 -0.484 -3.398
79 H 9.699 1.237 -2.957
80 H 9.029 -0.201 -1.273
81 C -5.331 0.608 6.121
82 O -5.975 -0.597 6.538
83 H -5.881 1.021 5.281
84 H -5.324 1.334 6.940
85 H -4.306 0.394 5.809
86 H -5.477 -0.950 7.279
87 C -4.764 4.237 7.857
88 O -5.958 4.107 8.623
89 H -4.591 5.294 7.676
90 H -3.916 3.822 8.409
91 H -4.871 3.722 6.898
92 H -6.104 3.171 8.779


# 2
Formula: C5H10N3
Source: the OMol25 dataset
Level of theory: ωB97M-V with the def2-TZVPD basis set

2S+1 = 1
E_tot = -360.36196 Ha
Lowest unoccupied orbital energy = -0.1822 Eh
HOMO energy = -0.437 Eh
Orbital gap = 6.93 eV
Charge = +1

Cartesian coordinates (Å):
1 C 0.621 1.102 0.278
2 C -1.558 -0.038 0.157
3 C -0.774 -0.669 -1.009
4 C -0.021 -0.183 0.290
5 C 0.572 -1.338 1.136
6 N -1.579 0.862 -2.627
7 N 1.679 1.499 0.933
8 N -0.661 0.243 -2.223
9 H -1.990 0.979 0.283
10 H -2.229 -0.719 0.749
11 H -0.661 -1.728 -1.180
12 H 1.010 -1.018 2.211
13 H 1.550 -1.662 0.522
14 H -0.085 -2.276 1.311
15 H 2.068 0.815 1.568
16 H 2.115 2.411 0.718
17 H 0.013 -0.170 -2.895
18 H -0.071 1.888 -0.221


# 3
Formula: C3H9N3O
Source: the OMol25 dataset
Level of theory: ωB97M-V with the def2-TZVPD basis set

2S+1 = 1
E_tot = -359.13965 Ha
Lowest unoccupied orbital energy = 0.0366 Eh
HOMO energy = -0.345 Eh
SMILES string = [H]/N=C(\NC)ONC
Orbital gap = 10.39 eV

Cartesian coordinates (Å):
1 H 0.916 -2.275 -0.100
2 N 0.071 -1.716 0.042
3 C 0.358 -0.494 -0.211
4 N 1.649 -0.037 -0.648
5 C 2.719 -0.002 0.334
6 O -0.490 0.551 -0.101
7 N -1.784 0.086 0.584
8 C -2.838 0.816 -0.094
9 H 1.552 0.888 -1.062
10 H 2.797 -0.952 0.871
11 H 2.540 0.798 1.062
12 H 3.674 0.194 -0.165
13 H -1.790 -0.898 0.276
14 H -2.759 0.701 -1.181
15 H -3.819 0.459 0.236
16 H -2.796 1.881 0.158


# 4
Formula: C24H74N6O10
Source: the OMol25 dataset
Level of theory: ωB97M-V with the def2-TZVPD basis set

2S+1 = 1
E_tot = -2038.62648 Ha
Lowest unoccupied orbital energy = 0.0061 Eh
HOMO energy = -0.275 Eh
Orbital gap = 7.66 eV

Cartesian coordinates (Å):
1 O 0.440 -2.608 -2.371
2 H 0.144 -3.517 -2.421
3 H 0.315 -2.267 -3.257
4 O -1.615 0.542 2.850
5 H -2.069 -0.070 2.272
6 H -1.807 1.406 2.484
7 O 1.311 -3.695 -0.681
8 H 1.857 -3.063 -0.215
9 H 0.961 -3.206 -1.426
10 O -2.545 -0.101 1.023
11 H -2.571 0.850 0.920
12 H -3.414 -0.396 0.751
13 C -0.077 2.859 2.430
14 C -1.621 2.793 2.694
15 C -2.267 4.201 2.900
16 O -3.654 4.075 3.149
17 C -4.447 5.222 2.814
18 N -2.346 2.165 1.616
19 H 0.372 1.878 2.587
20 H 0.444 3.640 2.983
21 H 0.138 3.007 1.372
22 H -1.781 2.252 3.626
23 H -2.127 4.680 1.931
24 H -1.750 4.798 3.652
25 H -3.953 6.162 3.060
26 H -5.409 4.998 3.276
27 H -4.612 5.338 1.743
28 H -3.310 2.373 1.833
29 H -2.006 2.676 0.813
30 C -0.380 -1.476 0.844
31 C -0.255 -0.387 -0.224
32 C 0.348 0.969 0.255
33 O 0.661 1.828 -0.772
34 C 1.398 2.978 -0.320
35 N 0.694 -0.855 -1.211
36 H -0.906 -1.078 1.712
37 H 0.613 -1.712 1.225
38 H -0.944 -2.367 0.570
39 H -1.233 -0.216 -0.673
40 H 1.233 0.732 0.845
41 H -0.392 1.389 0.936
42 H 1.751 3.495 -1.212
43 H 2.174 2.755 0.412
44 H 0.701 3.579 0.264
45 H 0.334 -1.660 -1.705
46 H 0.829 -0.114 -1.884
47 C 0.828 0.458 3.191
48 C 1.454 -1.008 3.204
49 C 3.013 -0.949 3.436
50 O 3.716 -0.413 2.281
51 C 5.090 -0.140 2.395
52 N 0.795 -1.718 4.325
53 H -0.134 0.292 2.707
54 H 1.383 1.241 2.675
55 H 0.742 0.891 4.188
56 H 1.290 -1.669 2.353
57 H 3.312 -1.992 3.539
58 H 3.313 -0.485 4.375
59 H 5.402 0.594 1.652
60 H 5.673 -1.044 2.223
61 H 5.360 0.268 3.369
62 H 1.268 -1.287 5.106
63 H 1.076 -2.676 4.475
64 C -6.678 -1.678 -1.221
65 C -5.395 -2.432 -0.839
66 C -4.134 -2.044 -1.707
67 O -2.966 -2.408 -0.956
68 C -1.715 -1.940 -1.563
69 N -5.107 -2.206 0.560
70 H -7.540 -2.097 -0.702
71 H -6.936 -1.693 -2.280
72 H -6.578 -0.619 -0.982
73 H -5.561 -3.509 -0.837
74 H -4.037 -0.974 -1.893
75 H -4.090 -2.545 -2.674
76 H -1.717 -0.873 -1.783
77 H -1.636 -2.334 -2.576
78 H -0.793 -2.266 -1.082
79 H -5.034 -1.206 0.676
80 H -4.117 -2.390 0.481
81 C 3.350 -1.810 -1.871
82 C 3.314 -1.449 -0.404
83 C 3.225 0.106 -0.265
84 O 4.389 0.800 -0.689
85 C 4.488 2.138 -0.251
86 N 2.125 -2.077 0.250
87 H 2.347 -1.912 -2.287
88 H 3.815 -2.784 -2.025
89 H 3.997 -1.047 -2.302
90 H 4.246 -1.785 0.052
91 H 3.052 0.289 0.796
92 H 2.313 0.538 -0.679
93 H 3.733 2.781 -0.702
94 H 5.453 2.615 -0.424
95 H 4.370 2.028 0.827
96 H 2.157 -1.804 1.222
97 H 1.258 -1.692 -0.097
98 C -0.750 -0.341 -4.948
99 C 0.617 -1.064 -4.927
100 C 1.308 -0.682 -3.609
101 O 1.861 0.653 -3.741
102 C 2.048 1.423 -2.537
103 N 0.363 -2.516 -4.932
104 H -1.448 -0.600 -4.153
105 H -1.336 -0.665 -5.808
106 H -0.634 0.742 -4.926
107 H 1.272 -0.805 -5.758
108 H 2.082 -1.407 -3.355
109 H 0.553 -0.745 -2.826
110 H 2.853 0.968 -1.962
111 H 1.120 1.561 -1.981
112 H 2.409 2.428 -2.760
113 H 0.106 -2.823 -5.859
114 H 1.168 -3.061 -4.657


# 5
Formula: C2H3I3O2
Source: the OMol25 dataset
Level of theory: ωB97M-V with the def2-TZVPD basis set

2S+1 = 1
E_tot = -1121.41143 Ha
Lowest unoccupied orbital energy (alpha / beta) = -0.0546 / -0.0386 Eh
HOMO energy (alpha / beta) = -0.336 / -0.330 Eh
Orbital gap (alpha / beta) = 7.65 / 7.92 eV

Cartesian coordinates (Å):
1 C 0.701 0.359 -0.522
2 C -0.466 -0.192 0.198
3 O -1.670 0.447 -0.021
4 O -0.283 -0.296 1.544
5 I 0.873 2.470 -0.501
6 I 2.570 -0.477 -0.128
7 I -0.715 -2.329 -0.537
8 H 0.460 0.189 -2.534
9 H -2.171 0.410 0.836
10 H 0.701 -0.582 1.664


# 6
Formula: C20H26Br2CaN8O4Se
Source: the OMol25 dataset
Level of theory: ωB97M-V with the def2-TZVPD basis set

2S+1 = 1
E_tot = -9744.03332 Ha
Lowest unoccupied orbital energy = -0.0079 Eh
HOMO energy = -0.247 Eh
Orbital gap = 6.50 eV

Cartesian coordinates (Å):
1 Ca 0.649 0.028 -0.942
2 C -3.916 -1.429 -2.436
3 N -3.786 -0.331 -1.489
4 C -4.944 -0.017 -0.678
5 C -2.565 0.184 -1.245
6 O -1.576 -0.143 -1.876
7 C -2.452 1.211 -0.116
8 O -1.106 1.491 0.197
9 C -0.660 2.824 0.034
10 C 0.075 2.993 -1.302
11 O 0.097 2.054 -2.093
12 N 0.638 4.183 -1.556
13 C 1.545 4.283 -2.688
14 C 0.848 5.164 -0.506
15 H -4.670 -1.184 -3.186
16 H -2.959 -1.612 -2.915
17 H -4.223 -2.337 -1.913
18 H -5.841 -0.230 -1.258
19 H -4.979 -0.621 0.235
20 H -4.978 1.037 -0.414
21 H -2.985 2.126 -0.396
22 H -2.927 0.812 0.787
23 H -1.504 3.520 0.087
24 H 0.036 3.024 0.849
25 H 1.308 3.502 -3.403
26 H 1.429 5.261 -3.155
27 H 2.574 4.152 -2.347
28 H -0.006 5.217 0.165
29 H 1.745 4.922 0.071
30 H 0.963 6.147 -0.961
31 N -1.898 -2.515 2.299
32 C -2.372 -3.183 1.183
33 C -1.703 -2.656 0.125
34 N -0.841 -1.667 0.560
35 C -0.979 -1.624 1.862
36 C -0.160 -0.713 2.657
37 N 0.782 -0.019 2.072
38 C 1.389 0.702 3.071
39 C 0.790 0.438 4.265
40 N -0.208 -0.480 3.992
41 H -2.161 -2.698 3.251
42 H -3.093 -3.974 1.258
43 H -1.744 -2.948 -0.913
44 H 2.212 1.358 2.847
45 H 0.970 0.799 5.261
46 H -0.833 -0.884 4.665
47 O 6.164 -3.505 1.119
48 C 5.029 -2.889 0.701
49 C 3.825 -2.969 1.392
50 C 2.743 -2.288 0.875
51 N 2.771 -1.564 -0.246
52 C 3.925 -1.533 -0.888
53 Br 4.003 -0.587 -2.526
54 C 5.089 -2.157 -0.471
55 H 5.980 -3.989 1.931
56 H 3.729 -3.543 2.303
57 H 1.791 -2.320 1.389
58 H 6.003 -2.085 -1.038
59 Br 2.640 1.812 -0.002
60 Se -0.651 -4.198 -3.265
61 C 0.217 -2.664 -2.796
62 N 0.765 -1.689 -2.483


# 7
Formula: C4H5NO
Source: the OMol25 dataset
Level of theory: ωB97M-V with the def2-TZVPD basis set

2S+1 = 1
E_tot = -285.32520 Ha
Lowest unoccupied orbital energy = 0.0360 Eh
HOMO energy = -0.375 Eh
SMILES string = [H]/N=C/OCC#C
Orbital gap = 11.20 eV

Cartesian coordinates (Å):
1 H 1.576 -2.113 -1.909
2 N 1.147 -1.305 -1.465
3 C 0.519 -1.655 -0.423
4 O -0.138 -0.788 0.358
5 C -0.071 0.570 -0.087
6 C -0.768 1.423 0.874
7 C -1.323 2.175 1.631
8 H 0.418 -2.665 -0.014
9 H -0.523 0.647 -1.082
10 H 0.978 0.868 -0.186
11 H -1.815 2.843 2.304


# 8
Formula: C4H13NOS
Source: the OMol25 dataset
Level of theory: ωB97M-V with the def2-TZVPD basis set

2S+1 = 2
E_tot = -688.07906 Ha
⟨S²⟩ = 0.7530
Lowest unoccupied orbital energy (alpha / beta) = -0.1001 / -0.2868 Eh
HOMO energy (alpha / beta) = -0.507 / -0.507 Eh
Orbital gap (alpha / beta) = 11.07 / 5.98 eV
Charge = +1

Cartesian coordinates (Å):
1 C -1.146 -1.506 -0.399
2 C -1.036 -0.341 0.593
3 C 0.261 -0.418 1.431
4 S 0.762 1.101 2.203
5 C 0.891 2.283 0.889
6 N 0.081 -1.708 -1.162
7 H -1.937 -1.219 -1.092
8 H -1.420 -2.386 0.141
9 H -1.892 -0.334 1.272
10 H -1.017 0.589 0.026
11 H 1.058 -0.636 0.715
12 H 0.245 -1.194 2.197
13 H 0.234 2.147 0.029
14 H 0.590 3.228 1.347
15 H 1.909 2.279 0.497
16 H -0.111 -1.984 -2.096
17 H 0.720 -2.353 -0.718
18 H 0.560 0.111 -1.568
19 H 0.583 1.261 -2.624
20 O 0.665 1.079 -1.685


# 9
Formula: C33H28N9O5S4Sc
Source: the OMol25 dataset
Level of theory: ωB97M-V with the def2-TZVPD basis set

2S+1 = 1
E_tot = -4496.91946 Ha
Lowest unoccupied orbital energy = -0.0457 Eh
HOMO energy = -0.242 Eh
Orbital gap = 5.35 eV

Cartesian coordinates (Å):
1 Sc -0.283 -0.935 0.388
2 S -3.752 -3.516 2.701
3 C -2.616 -2.760 1.799
4 S -2.242 -1.050 1.998
5 S -1.646 -3.505 0.576
6 O -3.808 -2.198 -6.852
7 C -4.017 -1.623 -5.642
8 O -4.972 -0.924 -5.470
9 C -2.990 -1.888 -4.580
10 C -1.694 -2.299 -4.866
11 C -0.759 -2.447 -3.851
12 C -1.126 -2.188 -2.543
13 C -2.427 -1.812 -2.244
14 C -3.351 -1.649 -3.259
15 N -0.208 -2.252 -1.435
16 C 0.822 -2.996 -1.508
17 C 1.608 -3.231 -0.294
18 C 2.613 -4.180 -0.255
19 C 3.178 -4.489 0.972
20 C 2.721 -3.839 2.107
21 C 1.744 -2.867 1.984
22 N 1.209 -2.567 0.801
23 H -3.099 -2.850 -6.790
24 H -1.369 -2.474 -5.886
25 H 0.257 -2.717 -4.106
26 H -2.717 -1.677 -1.208
27 H -4.364 -1.342 -3.040
28 H 1.046 -3.599 -2.385
29 H 2.918 -4.681 -1.164
30 H 3.954 -5.240 1.042
31 H 3.113 -4.067 3.088
32 H 1.370 -2.312 2.839
33 O -1.203 1.106 0.206
34 C -0.442 2.207 0.830
35 C 0.759 1.571 1.567
36 O 1.515 2.250 2.208
37 O 0.885 0.278 1.350
38 C -1.412 2.932 1.759
39 C -2.734 3.105 1.348
40 C -3.654 3.755 2.157
41 C -3.261 4.251 3.391
42 C -1.946 4.089 3.803
43 C -1.023 3.437 2.997
44 C 0.120 3.095 -0.287
45 C 1.241 2.684 -1.002
46 C 1.741 3.445 -2.043
47 C 1.134 4.651 -2.379
48 C 0.039 5.087 -1.653
49 C -0.460 4.316 -0.608
50 H -2.028 1.009 0.714
51 H -3.058 2.744 0.378
52 H -4.675 3.872 1.819
53 H -3.975 4.757 4.027
54 H -1.632 4.464 4.768
55 H -0.003 3.316 3.327
56 H 1.735 1.750 -0.752
57 H 2.611 3.101 -2.589
58 H 1.521 5.249 -3.194
59 H -0.430 6.034 -1.887
60 H -1.309 4.681 -0.048
61 S 1.121 -0.336 4.673
62 C 2.428 -1.155 5.238
63 N 3.580 -0.442 5.552
64 C 4.699 -0.979 6.071
65 C 4.752 -2.312 6.293
66 C 3.594 -3.038 5.923
67 N 2.505 -2.526 5.421
68 H 3.512 0.552 5.379
69 H 5.509 -0.296 6.283
70 H 5.626 -2.787 6.708
71 H 3.585 -4.117 6.055
72 N 0.991 1.168 -5.541
73 N 0.303 1.112 -4.331
74 N -0.715 1.893 -4.069
75 C -0.980 1.535 -2.814
76 N -0.155 0.581 -2.376
77 N 0.675 0.324 -3.372
78 H 0.338 1.568 -6.206
79 H 1.226 0.213 -5.787
80 H -1.764 1.975 -2.224


Question: The highest 2S+1 belongs to which entry?
Answer: C4H13NOS